<i>
10
Properties=species:S:1:pos:R:3 method="wB97M-V/def2-TZVPD" spin_multiplicity=1 homo_energy_ev=-9.93 lumo_energy_ev=0.761
C 1.4345 0.7771 1.6797
C 0.5201 0.8764 0.8857
H 2.1707 0.5753 2.4903
H -0.3402 1.0060 0.2507
C -1.3230 -0.4387 -0.9258
O -0.0473 -0.7948 -0.9969
H -1.6106 0.3010 -0.2339
H -1.5455 0.1163 -1.8662
H -2.0754 -1.2214 -0.9514
H -0.0105 -1.7073 -1.5517

<ii>
10
Properties=species:S:1:pos:R:3 method="wB97M-V/def2-TZVPD" spin_multiplicity=1 homo_energy_ev=-9.44 lumo_energy_ev=1.032
O -1.6250 0.1058 -0.2715
C -0.4522 0.0563 0.4850
C 0.7219 -0.6789 -0.1933
C 0.5951 0.7926 -0.1674
H -2.2431 -0.6286 0.0303
H -0.5015 0.0064 1.5569
H 0.4581 -1.1347 -1.1344
H 1.5258 -1.1034 0.4416
H 1.2574 1.4125 0.3971
H 0.2636 1.1721 -1.1442

<iii>
10
Properties=species:S:1:pos:R:3 method="wB97M-V/def2-TZVPD" spin_multiplicity=1 homo_energy_ev=-9.68 lumo_energy_ev=0.662
C -1.7737 -1.2429 -0.3281
C -0.4596 -1.3058 0.0032
H -2.0357 -1.2490 -1.4736
H -2.5708 -1.2369 0.3877
H 0.1429 -1.7851 -0.7453
H -0.0434 -1.1436 1.0602
C 1.7055 1.9949 0.2844
O 1.9544 1.0376 1.0269
H 2.4612 2.7525 -0.0708
H 0.6192 2.1783 -0.1447

<iv>
10
Properties=species:S:1:pos:R:3 method="wB97M-V/def2-TZVPD" spin_multiplicity=1 homo_energy_ev=-8.43 lumo_energy_ev=1.161
C 1.0234 -1.2208 -0.8699
C -0.2011 0.6390 -0.2307
O 0.2587 -0.5330 0.1337
C -1.0054 1.1678 0.9251
H 1.0827 -2.2662 -0.5590
H 0.5258 -1.1260 -1.8367
H 2.0242 -0.7848 -0.9228
H -2.0446 1.2075 0.5709
H -0.9541 0.5687 1.8433
H -0.7226 2.2076 1.1232

The structure with the greatest stability is <ii>.